Below is a cluster of 9 separate species, H20NO8 in total, with properties calculated with ωB97M-V with the def2-TZVPD basis set.

* maximum force: 0.03482 hartree/bohr
* energy above the lowest of the compared OMol25 structures with the same formula, charge and spin: 38.93 kJ/mol
* HOMO-LUMO gap: 11.19 eV
* LUMO level: -2.9 eV
* charge: +1

```
29
Properties=species:S:1:pos:R:3:forces:R:3
N -11.4606 4.5918 -15.6951 0.69 1.42 0.84
H -11.6009 3.6233 -15.9449 -0.42 -0.46 -0.27
H -11.7697 4.8952 -14.7826 -0.71 -0.28 0.27
H -11.7081 5.3344 -16.3334 -1.07 0.03 -0.77
H -10.4678 4.7630 -15.6239 0.90 -0.59 0.14
O -12.2109 0.7376 -14.0617 -0.34 -0.13 -0.25
H -11.6447 0.2268 -13.4831 0.08 -0.22 0.14
H -11.8293 1.6154 -14.0571 0.29 0.32 0.09
O -14.1754 5.2582 -16.2850 0.16 0.15 0.13
H -14.7608 4.5169 -16.1301 -0.29 -0.19 0.14
H -14.1012 5.3104 -17.2379 -0.06 0.02 -0.32
O -11.6640 6.6978 -17.4193 0.04 -0.11 -0.02
H -11.4404 6.3433 -18.2799 0.20 -0.01 -0.40
H -12.3592 7.3320 -17.5943 -0.27 0.48 0.06
O -10.8231 3.3794 -13.2583 -0.10 -0.01 -0.27
H -9.9270 3.3344 -12.9248 0.26 -0.06 0.15
H -11.3631 3.5090 -12.4787 -0.23 -0.01 0.35
O -11.4751 1.9955 -16.6729 0.02 0.21 -0.16
H -12.0683 1.2514 -16.5701 -0.28 -0.32 0.33
H -10.7835 1.6730 -17.2508 0.26 -0.03 -0.16
O -12.1344 6.8922 -13.9458 0.30 -0.51 -0.04
H -12.0928 6.9068 -12.9896 -0.01 0.03 0.27
H -12.3415 7.7940 -14.1908 -0.16 0.44 -0.05
O -14.0518 8.2823 -15.5595 0.40 0.43 -0.21
H -13.6016 7.4390 -15.6068 -0.23 -0.54 0.06
H -14.9824 8.0585 -15.5686 -0.26 -0.05 0.03
O -8.8277 4.3917 -15.5991 0.45 -0.05 -0.03
H -8.2479 4.3983 -16.3608 0.23 0.12 -0.29
H -8.3403 3.9101 -14.9307 0.14 -0.09 0.23
```
Forces are in eV/Å.